The following is a DFT calculation (ωB97M-V with the def2-TZVPD basis set) of the ion C6H15N3S with charge +2 in a non-equilibrium geometry.

XYZ file:
```
25
Properties=species:S:1:pos:R:3
C 0.69056 0.02414 0.37917
C -2.84849 0.52435 -0.73686
C 2.76162 -0.90742 -0.35932
C 0.76695 -2.33208 -0.28306
C -1.40255 -0.42461 1.63284
C 0.63740 2.96348 -0.43933
N -1.41715 0.38618 -0.68529
N 1.33413 -1.04897 0.05441
N -0.90494 -0.06041 0.32359
S 1.41946 1.59971 0.52995
H -2.94469 1.44005 -1.34680
H -3.22638 0.62690 0.27660
H -3.22842 -0.31621 -1.33973
H 3.03838 0.08956 -0.07424
H 2.88628 -1.10483 -1.35003
H 3.44164 -1.53230 0.30241
H -0.19948 -2.23371 -0.70092
H 0.75546 -2.92485 0.64019
H 1.40401 -2.80305 -0.99286
H -2.49640 -0.22191 1.87496
H -0.71297 -0.04022 2.37987
H -1.24033 -1.61543 1.72888
H -0.04964 2.66141 -1.21969
H 1.49822 3.59705 -0.81764
H 0.03734 3.65317 0.22288
```

Calculated total energy: -799.290670 Eh
Energy relative to the best compared isomer or geometry (same formula, charge and spin): 44.0 kcal/mol
Molar mass: 161.3 Da
Frontier orbital gap: 8.541 eV
Net charge: +2


The following is a DFT calculation (ωB97M-V with the def2-TZVPD basis set) of the molecule C21H23N3O2 in a non-equilibrium geometry.

XYZ file:
```
49
Properties=species:S:1:pos:R:3
N 5.28950 5.24513 -2.01084
O -0.99177 2.51571 1.62413
O -3.06629 2.06416 -0.27517
C 5.63589 4.00665 -2.24198
C 4.67324 3.11594 -1.69395
C 3.68314 3.85393 -1.12942
C 0.21597 -5.36265 -1.24574
C -0.32299 -6.09584 -0.18425
C 0.47843 4.02616 0.86246
C 0.89039 1.73943 0.22525
C 1.61998 4.44003 0.16656
C 2.06084 2.10801 -0.44241
C -0.16331 -4.03635 -1.40621
C -1.16444 -5.50901 0.75269
C 0.13073 2.71718 0.89179
C 2.43504 3.45042 -0.47085
C -1.02487 -3.43521 -0.48633
C -1.53618 -4.16146 0.61849
N 4.09290 5.14927 -1.38296
N -2.37926 -1.54885 0.38477
C -1.31384 -1.97290 -0.56762
C -1.65789 1.25068 1.52674
C -2.44579 -3.57781 1.68321
C -2.18968 -2.06821 1.75016
C -3.15987 -0.31906 0.17991
C -2.28443 0.97296 0.13201
H -2.52736 2.85474 -0.12121
H 6.53161 3.67083 -2.80709
H 4.78955 2.04110 -1.67713
H 0.88857 -5.82669 -1.93087
H -0.05069 -7.12301 -0.04006
H -0.16830 4.77290 1.34713
H 0.61084 0.69598 0.29951
H 1.84532 5.45999 0.08996
H 2.66775 1.31618 -0.91548
H 0.27369 -3.48906 -2.25549
H -1.58118 -6.11196 1.55953
H 3.62361 5.92388 -1.00645
H -1.63157 -1.77005 -1.59099
H -0.38199 -1.44727 -0.32428
H -2.48337 1.25737 2.25457
H -1.02088 0.40619 1.80591
H -3.47794 -3.81255 1.44421
H -2.19651 -4.04839 2.64388
H -1.14188 -1.86988 2.07253
H -2.95086 -1.59872 2.40810
H -3.62876 -0.43132 -0.78406
H -3.95552 -0.19404 0.91254
H -1.53959 0.75544 -0.64522
```

Calculated total energy: -1128.726305 Eh
Energy relative to the best compared isomer or geometry (same formula, charge and spin): 69.4 kcal/mol
Molar mass: 349.4 Da
Frontier orbital gap: 8.830 eV
Net charge: 0


The following is a DFT calculation (ωB97M-V with the def2-TZVPD basis set) of the ion C2H7N2 with charge +1 in a non-equilibrium geometry.

XYZ file:
```
11
Properties=species:S:1:pos:R:3
C -1.39024 -0.37597 0.84017
N 1.74713 0.51528 -0.73869
C 0.42991 0.55353 -0.49255
N -0.18647 -0.56608 -0.07911
H -1.13781 0.22975 1.74738
H -2.05200 0.23350 0.21703
H -1.92099 -1.24279 1.18319
H 2.14385 -0.43072 -0.62723
H 2.28426 1.07703 -1.39245
H -0.12435 1.52687 -0.83785
H 0.20671 -1.52039 0.18011
```

Calculated total energy: -189.641426 Eh
Energy relative to the best compared isomer or geometry (same formula, charge and spin): 24.4 kcal/mol
Molar mass: 59.1 Da
Frontier orbital gap: 11.223 eV
Net charge: +1


The following is a DFT calculation (ωB97M-V with the def2-TZVPD basis set) of a cluster of 2 separate species, C2H4N4 in total in a non-equilibrium geometry.

XYZ file:
```
10
Properties=species:S:1:pos:R:3
C 0.85730 2.14638 -1.75456
C 0.36594 0.37030 -0.35266
N -0.23126 2.71588 -1.93147
N 1.77464 1.60987 -1.25208
N 1.07268 -0.52616 0.28552
N -0.76014 0.78463 -0.50668
H 2.02780 -0.56004 0.02274
H 0.89999 -1.14396 1.05962
H -0.31329 3.27127 -2.95419
H -1.68751 0.61390 -0.11400
```

Calculated total energy: -297.504118 Eh
Energy relative to the best compared isomer or geometry (same formula, charge and spin): 88.0 kcal/mol
Molar mass: 84.1 Da
Frontier orbital gap: 8.735 eV
Net charge: 0